Computed, not measured: a 12-piece molecular cluster, C55H123F12N9O27S4 overall in a non-equilibrium geometry, with the ωB97M-V functional and the def2-TZVPD basis.

Structure (XYZ):
```
230
Properties=species:S:1:pos:R:3:mulliken_charge:R:1
C -4.41 1.78 -4.33 -0.71
O -3.64 0.73 -3.71 -0.45
C -2.30 1.13 -3.51 0.38
C -1.57 0.70 -4.82 -0.55
N -1.80 -0.85 -5.07 0.19
H -1.26 -1.30 -4.35 0.28
H -2.78 -1.06 -4.94 0.48
C -1.40 -1.32 -6.49 -0.33
C -1.61 -2.77 -6.53 -0.81
O -0.76 -3.37 -5.48 -0.23
C -1.32 -4.60 -5.00 -0.76
H -3.97 2.16 -5.25 0.30
H -4.52 2.64 -3.66 0.28
H -5.35 1.28 -4.56 0.27
H -1.92 0.50 -2.71 -0.69
H -2.19 2.19 -3.32 0.75
H -0.52 0.96 -4.69 -0.11
H -1.90 1.27 -5.69 0.63
H -0.36 -1.02 -6.64 0.19
H -2.12 -0.79 -7.11 0.41
H -1.38 -3.33 -7.43 0.44
H -2.63 -3.08 -6.32 0.42
H -0.65 -4.99 -4.23 0.21
H -1.39 -5.16 -5.93 0.35
H -2.29 -4.38 -4.58 0.34
C 5.90 1.37 4.15 -0.58
O 6.34 1.25 2.80 -0.42
C 5.42 1.69 1.79 0.23
C 5.91 1.23 0.40 -0.87
N 5.80 -0.30 0.40 0.98
H 6.53 -0.65 -0.21 -0.07
H 6.03 -0.54 1.35 0.47
C 4.47 -0.99 -0.02 1.34
C 4.22 -2.10 0.99 -1.66
O 4.08 -1.50 2.27 0.30
C 3.94 -2.49 3.30 -1.13
H 5.10 0.70 4.45 0.14
H 5.66 2.43 4.23 0.35
H 6.67 1.06 4.86 0.26
H 5.30 2.76 1.66 0.71
H 4.42 1.38 2.10 -0.52
H 6.97 1.48 0.33 0.46
H 5.42 1.62 -0.49 0.41
H 4.59 -1.35 -1.04 0.20
H 3.65 -0.29 0.14 -1.14
H 5.08 -2.77 0.94 0.53
H 3.32 -2.57 0.61 0.78
H 3.30 -3.31 2.98 0.36
H 3.59 -1.98 4.19 0.23
H 4.97 -2.80 3.51 0.29
C 2.26 1.46 -2.03 0.33
O 2.56 1.75 -0.65 0.13
C 1.60 2.55 0.06 -0.88
C 0.29 1.79 0.22 0.02
N 0.36 0.30 0.61 2.23
H 1.10 -0.16 0.10 -0.89
H 0.83 0.23 1.51 0.33
C -0.97 -0.50 0.48 0.74
C -0.78 -1.86 1.18 -1.55
O -0.77 -1.68 2.58 0.53
C -0.54 -2.87 3.27 -1.14
H 1.28 0.99 -2.07 -0.18
H 2.97 0.79 -2.53 -0.32
H 2.18 2.36 -2.64 0.25
H 1.36 3.53 -0.36 0.11
H 2.03 2.74 1.04 0.32
H -0.37 1.87 -0.65 0.29
H -0.23 2.27 1.05 -0.31
H -1.18 -0.75 -0.56 -0.47
H -1.75 0.10 0.95 0.22
H 0.09 -2.37 0.77 0.36
H -1.63 -2.49 0.91 0.58
H -0.51 -2.61 4.33 0.30
H 0.45 -3.20 2.95 0.15
H -1.25 -3.68 3.07 0.37
C -2.06 1.08 5.99 -0.95
O -2.88 1.54 4.95 0.45
C -2.09 2.08 3.86 -0.34
C -1.87 3.59 4.01 -1.48
N -3.23 4.23 4.41 0.06
H -3.58 3.73 5.21 0.35
H -3.02 5.15 4.79 0.47
C -4.18 4.34 3.28 -0.78
C -5.24 3.25 3.34 0.10
O -5.97 3.20 4.60 -0.14
C -6.90 4.21 4.75 -0.69
H -1.45 0.25 5.65 0.21
H -2.72 0.87 6.83 0.19
H -1.32 1.83 6.28 0.41
H -2.50 1.69 2.92 -0.05
H -1.10 1.64 3.81 0.39
H -1.27 4.04 3.22 0.48
H -1.28 3.55 4.92 0.45
H -3.65 4.48 2.33 0.25
H -4.66 5.28 3.56 0.42
H -4.92 2.22 3.16 -0.57
H -6.02 3.44 2.60 0.76
H -7.73 4.09 4.06 0.38
H -6.48 5.21 4.86 0.35
H -7.21 4.08 5.79 0.02
C 1.96 -13.35 2.61 -0.81
O 1.67 -12.27 3.48 -0.31
C 2.83 -11.44 3.80 -0.53
C 2.33 -10.51 4.88 -0.63
N 1.28 -9.55 4.20 -0.17
H 1.74 -9.02 3.48 0.36
H 0.54 -10.11 3.79 0.40
C 0.71 -8.60 5.29 -0.79
C -0.15 -7.53 4.62 -0.55
O -1.22 -8.11 3.88 -0.33
C -2.11 -7.15 3.43 -0.77
H 2.44 -13.12 1.66 0.33
H 1.03 -13.81 2.27 0.27
H 2.61 -14.13 3.01 0.32
H 3.04 -10.91 2.87 0.31
H 3.76 -11.94 4.07 0.47
H 3.09 -9.94 5.41 0.49
H 1.84 -11.08 5.67 0.34
H 1.54 -8.12 5.81 0.40
H 0.12 -9.15 6.03 0.39
H 0.48 -6.93 3.96 0.41
H -0.52 -6.87 5.41 0.46
H -2.36 -6.42 4.21 0.31
H -3.09 -7.47 3.07 0.33
H -1.63 -6.55 2.66 0.31
C 3.00 0.47 -5.86 -0.71
C 3.97 1.63 -6.00 -0.12
C 3.66 2.47 -7.27 -0.92
C 2.38 3.38 -7.18 -0.29
N 2.02 4.11 -8.52 0.60
C 0.74 4.97 -8.39 -0.39
C 0.02 5.01 -9.77 -0.65
C 0.62 3.86 -10.57 -0.67
C 1.55 3.16 -9.61 -0.76
C 3.20 4.96 -9.11 -1.05
H 3.03 0.02 -4.87 0.17
H 3.19 -0.35 -6.55 0.50
H 1.96 0.80 -5.86 -0.16
H 4.96 1.18 -6.01 0.34
H 3.90 2.27 -5.12 0.14
H 3.69 1.86 -8.18 0.45
H 4.43 3.22 -7.48 0.43
H 2.56 4.20 -6.48 0.10
H 1.43 2.94 -6.89 0.23
H 1.08 5.98 -8.15 0.30
H 0.04 4.51 -7.69 0.12
H 0.22 5.94 -10.30 0.31
H -1.06 4.92 -9.71 0.38
H 1.17 4.16 -11.46 0.31
H -0.02 3.10 -11.01 0.40
H 2.43 2.83 -10.15 0.44
H 1.05 2.32 -9.12 0.41
H 2.78 5.68 -9.81 0.45
H 3.89 4.27 -9.60 0.36
H 3.61 5.49 -8.25 0.30
C -4.85 -2.09 2.85 -1.33
C -4.83 -1.03 3.97 0.85
C -5.97 -1.06 4.96 -0.59
C -5.82 -0.25 6.23 -0.60
N -7.03 -0.16 7.14 0.24
C -8.11 0.79 6.47 -0.19
C -8.70 1.68 7.59 -0.51
C -8.00 1.32 8.91 -0.71
C -6.69 0.67 8.42 -0.46
C -7.67 -1.50 7.52 -0.96
H -3.87 -2.21 2.40 0.09
H -5.40 -1.78 1.96 0.38
H -5.30 -2.99 3.26 0.38
H -4.65 -0.02 3.59 -0.57
H -3.91 -1.32 4.49 0.15
H -6.25 -2.07 5.26 0.46
H -6.73 -0.59 4.33 0.30
H -5.55 0.81 6.19 0.14
H -5.03 -0.70 6.84 0.39
H -8.81 0.12 5.97 0.45
H -7.66 1.41 5.69 -0.02
H -9.76 1.43 7.58 0.32
H -8.51 2.72 7.32 0.26
H -8.62 0.63 9.48 0.32
H -7.83 2.25 9.46 0.40
H -6.31 0.04 9.23 0.37
H -5.94 1.39 8.09 0.35
H -6.91 -2.03 8.10 0.31
H -8.01 -2.03 6.63 0.37
H -8.47 -1.22 8.21 0.44
O 0.66 -3.32 -2.01 -0.55
C 0.95 -2.06 -2.15 -0.36
O 0.26 -1.30 -2.84 -0.12
O 1.88 -1.55 -1.45 -0.37
H -0.15 -3.24 -2.52 0.21
O 2.01 0.65 2.77 -0.60
C 1.91 1.58 3.65 0.77
O 2.48 1.35 4.74 -0.82
O 1.24 2.57 3.34 -0.80
H 2.54 0.26 3.47 -0.29
O -3.44 1.74 -0.78 -0.31
C -3.45 2.94 -0.30 0.74
O -4.56 3.46 -0.30 -0.85
O -2.38 3.47 -0.01 -0.74
H -4.36 1.98 -0.89 0.27
C 6.44 -0.73 -3.34 0.64
F 5.74 -1.83 -3.22 -0.23
F 6.51 -0.42 -4.64 -0.23
F 5.79 0.29 -2.72 -0.21
S 8.23 -1.01 -2.71 0.88
O 8.55 -2.17 -3.54 -0.65
O 9.03 0.17 -3.02 -0.61
N 7.89 -1.26 -1.02 -0.60
S 9.30 -1.83 -0.58 0.93
O 9.34 -3.27 -0.83 -0.67
O 10.47 -0.99 -0.87 -0.61
C 8.95 -1.76 1.25 0.67
F 8.02 -2.61 1.71 -0.24
F 10.09 -2.13 1.93 -0.25
F 8.66 -0.50 1.61 -0.22
C 1.91 5.78 -3.13 0.44
F 2.47 6.91 -2.59 -0.25
F 2.84 4.81 -3.33 -0.16
F 1.00 5.41 -2.28 -0.22
S 1.09 6.26 -4.76 1.28
O 2.15 6.55 -5.75 -0.65
O 0.29 5.11 -5.16 -0.50
N 0.07 7.60 -4.20 -0.54
S -0.02 8.36 -5.57 1.00
O 1.19 9.03 -5.95 -0.64
O -0.72 7.61 -6.66 -0.63
C -1.23 9.84 -5.13 0.48
F -0.78 10.64 -4.15 -0.21
F -1.37 10.57 -6.18 -0.18
F -2.41 9.25 -4.68 -0.24
```

Summary:
Orbital gap (eV): 6.540
E_HOMO (eV): -10.608
Total charge: +2



Computed, not measured: an isolated molecule of C26H23FN4O3S in a non-equilibrium geometry, with the ωB97M-V functional and the def2-TZVPD basis.

Structure (XYZ):
```
58
Properties=species:S:1:pos:R:3:mulliken_charge:R:1
C -5.40 -1.48 2.34 -0.84
O -5.31 -0.50 1.33 -0.48
C -4.15 -0.40 0.62 1.51
C -3.13 -1.35 0.70 -0.51
C -1.97 -1.24 -0.04 -1.05
C -1.81 -0.17 -0.92 0.20
C -0.61 -0.05 -1.70 0.10
N 0.44 -0.82 -1.63 -0.37
C 1.32 -0.33 -2.55 0.96
C 2.69 -0.91 -2.67 -1.80
N 3.49 -0.40 -1.58 0.25
C 3.46 -0.85 -0.29 0.30
S 2.74 -2.37 0.12 -0.11
C 2.69 -2.18 1.95 -1.21
C 1.36 -1.65 2.37 0.35
C 1.06 -0.31 2.18 -0.02
C -0.18 0.20 2.54 -0.73
C -1.10 -0.66 3.11 0.43
F -2.31 -0.18 3.48 -0.43
C -0.83 -2.00 3.32 -0.44
C 0.41 -2.49 2.94 -0.62
N 4.06 -0.06 0.57 -0.50
C 4.51 1.00 -0.18 0.48
C 5.21 2.15 0.18 -0.66
C 5.50 3.02 -0.85 -0.31
N 5.17 2.84 -2.12 -0.67
C 4.51 1.76 -2.48 -0.84
C 4.15 0.81 -1.53 0.78
C 0.76 0.75 -3.17 0.70
C 1.22 1.68 -4.23 -1.59
O -0.48 0.93 -2.63 -0.38
C -2.82 0.79 -1.01 -0.69
C -3.99 0.70 -0.25 0.20
O -4.87 1.71 -0.48 -0.48
C -5.97 1.92 0.38 -0.75
H -6.36 -1.29 2.83 0.28
H -5.40 -2.49 1.93 0.33
H -4.60 -1.37 3.07 0.28
H -3.24 -2.19 1.36 0.32
H -1.19 -1.97 0.04 0.56
H 3.16 -0.63 -3.61 0.45
H 2.64 -2.00 -2.58 0.48
H 3.51 -1.50 2.19 0.46
H 2.88 -3.17 2.36 0.53
H 1.80 0.35 1.74 0.54
H -0.43 1.23 2.39 0.49
H -1.57 -2.64 3.77 0.48
H 0.64 -3.53 3.08 0.36
H 5.51 2.33 1.20 0.45
H 6.04 3.94 -0.65 0.39
H 4.27 1.66 -3.53 0.42
H 0.36 2.08 -4.76 0.40
H 1.87 1.16 -4.93 0.35
H 1.77 2.52 -3.79 0.29
H -2.72 1.63 -1.67 0.52
H -6.71 1.12 0.30 0.24
H -5.66 2.02 1.42 0.30
H -6.41 2.86 0.04 0.29
```

Summary:
ΔE to the lowest compared entry with this formula, charge and spin (kcal per mole): 4.3
Orbital gap (eV): 8.399
E_HOMO (eV): -7.802
Total charge: 0



Computed, not measured: C41H63BrN3O2PPdSi as an isolated structure in a non-equilibrium geometry, with the ωB97M-V functional and the def2-TZVPD basis.

Structure (XYZ):
```
113
Properties=species:S:1:pos:R:3:mulliken_charge:R:1
Pd -0.21 0.49 0.50 0.71
C 0.43 -0.29 -2.35 -0.17
C 1.79 -0.76 -1.82 0.44
C 1.69 -2.11 -1.13 -1.38
C 2.40 0.32 -0.93 0.54
C 3.88 0.10 -0.60 -0.61
O 3.92 0.05 0.85 -0.45
C 2.72 0.24 1.33 0.66
N 1.78 0.40 0.44 1.19
C 2.63 0.29 2.79 -0.24
C 3.83 0.35 3.51 -0.54
C 3.81 0.40 4.89 -0.83
C 2.61 0.41 5.58 -0.85
C 1.41 0.37 4.88 -1.21
C 1.41 0.30 3.49 0.49
P -0.22 0.09 2.78 1.35
C -0.67 -1.61 2.78 1.44
C -2.02 -1.99 2.65 -0.38
C -2.37 -3.32 2.79 -1.21
C -1.38 -4.28 3.01 -0.84
C -0.04 -3.92 3.10 -0.90
C 0.32 -2.59 2.98 -0.77
C -1.40 1.12 3.61 0.69
C -1.42 2.50 3.45 0.21
C -2.27 3.27 4.23 -0.29
C -3.10 2.67 5.17 -0.96
C -3.08 1.29 5.34 -0.88
C -2.24 0.51 4.56 -0.47
H -0.09 -1.02 -2.96 0.56
H 0.50 0.65 -2.90 0.27
H -0.22 -0.10 -1.47 -0.65
H 2.47 -0.85 -2.68 0.59
H 0.98 -2.08 -0.29 0.05
H 2.65 -2.46 -0.74 0.38
H 1.33 -2.87 -1.82 0.50
H 2.25 1.30 -1.40 -0.78
H 4.53 0.92 -0.91 0.33
H 4.27 -0.84 -0.97 0.40
H 4.77 0.35 2.98 0.63
H 4.75 0.44 5.44 0.50
H 2.60 0.45 6.66 0.51
H 0.48 0.39 5.43 0.51
H -2.78 -1.24 2.49 0.81
H -3.40 -3.62 2.74 0.58
H -1.66 -5.32 3.12 0.48
H 0.71 -4.67 3.28 0.53
H 1.36 -2.31 3.07 0.47
H -0.77 2.98 2.73 -0.45
H -2.28 4.34 4.12 0.51
H -3.75 3.27 5.78 0.49
H -3.71 0.82 6.08 0.52
H -2.22 -0.56 4.72 0.59
C -5.00 -2.09 0.03 -1.32
N -3.76 -1.40 -0.36 0.20
C -2.82 -2.18 -1.15 -1.12
C -3.40 -0.18 0.08 0.31
O -2.13 0.06 0.11 -1.01
N -4.26 0.78 0.41 0.19
C -5.66 0.80 -0.06 -1.19
C -3.81 1.99 1.07 -0.86
H -4.74 -3.12 0.24 0.51
H -5.74 -2.07 -0.77 0.38
H -5.42 -1.65 0.93 0.42
H -3.40 -2.93 -1.69 0.52
H -2.07 -2.67 -0.53 0.25
H -2.33 -1.54 -1.89 0.34
H -5.73 0.35 -1.05 0.38
H -5.95 1.84 -0.14 0.45
H -6.34 0.30 0.63 0.35
H -2.86 1.83 1.56 -0.36
H -4.55 2.28 1.82 0.63
H -3.72 2.80 0.34 0.65
C 0.14 4.35 -3.20 -1.27
C 1.02 5.19 -2.31 2.08
C 2.45 4.71 -2.29 -1.16
C 0.87 6.69 -2.52 -1.56
Si 0.38 5.37 -0.27 -2.89
Br 0.11 2.96 -0.10 0.41
C 1.77 5.81 0.95 2.73
C 2.88 4.76 1.05 -1.70
C 2.39 7.17 0.54 -1.91
C 1.15 5.97 2.35 -1.82
C -1.37 6.08 -0.06 2.80
C -1.24 7.62 0.05 -1.56
C -2.31 5.73 -1.22 -1.94
C -2.02 5.54 1.23 -1.70
H 0.54 4.46 -4.21 0.57
H -0.89 4.68 -3.23 0.36
H 0.18 3.29 -2.95 0.08
H 2.79 4.75 -3.34 0.65
H 2.54 3.68 -1.96 -0.21
H 3.13 5.34 -1.72 0.41
H 1.29 6.85 -3.53 0.58
H 1.44 7.32 -1.85 0.40
H -0.17 7.02 -2.57 0.47
H 3.47 4.65 0.14 0.31
H 2.49 3.77 1.33 0.23
H 3.56 5.08 1.84 0.60
H 2.99 7.10 -0.37 0.40
H 3.05 7.49 1.34 0.56
H 1.64 7.95 0.40 0.40
H 0.64 5.06 2.69 0.19
H 0.47 6.81 2.43 0.40
H 1.97 6.15 3.05 0.68
H -0.83 8.08 -0.84 0.36
H -0.66 7.93 0.91 0.36
H -2.25 8.02 0.18 0.57
H -2.05 6.22 -2.16 0.43
H -3.31 6.08 -0.96 0.62
H -2.37 4.65 -1.40 0.30
H -1.45 5.78 2.12 0.34
H -2.19 4.47 1.19 0.02
H -2.99 6.03 1.32 0.64
```

Summary:
Orbital gap (alpha / beta) (eV): 3.491 / 3.488
E_HOMO (alpha / beta) (eV): -18.512 / -18.511
Total charge: +4



Computed, not measured: an isolated molecule of C6H12O, with the ωB97M-V functional and the def2-TZVPD basis.

Structure (XYZ):
```
19
Properties=species:S:1:pos:R:3:mulliken_charge:R:1
C 1.80 -0.41 0.14 -1.43
C 0.78 0.37 -0.69 0.27
O 0.68 1.71 -0.23 -0.47
C -0.26 1.76 0.84 -0.45
C -1.11 0.47 0.74 -0.80
C -0.67 -0.14 -0.60 0.42
C -0.88 -1.64 -0.72 -1.58
H 1.47 -0.51 1.18 0.28
H 1.97 -1.42 -0.26 0.36
H 2.75 0.13 0.14 0.37
H 1.14 0.43 -1.73 0.39
H 0.26 1.83 1.81 0.26
H -0.86 2.67 0.71 0.31
H -0.87 -0.22 1.57 0.28
H -2.18 0.67 0.78 0.38
H -1.22 0.37 -1.40 0.30
H -1.93 -1.89 -0.60 0.40
H -0.56 -2.00 -1.71 0.36
H -0.31 -2.19 0.04 0.35
```

Summary:
ΔE to the lowest compared entry with this formula, charge and spin (kcal per mole): 8.7
Orbital gap (eV): 10.613
E_HOMO (eV): -9.530
Total charge: 0



Computed, not measured: a 2-piece molecular cluster, C3H12N2O2 overall in a non-equilibrium geometry, with the ωB97M-V functional and the def2-TZVPD basis.

Structure (XYZ):
```
19
Properties=species:S:1:pos:R:3:mulliken_charge:R:1
N 2.59 -0.97 -1.10 -0.65
C 1.72 -0.28 -2.11 -0.61
C 0.77 0.69 -1.37 0.36
N 1.40 1.59 -0.37 -0.63
C -0.32 -0.20 -0.89 -0.89
O -1.43 0.53 -0.22 -0.52
H 3.18 -0.34 -0.54 0.17
H 3.24 -1.63 -1.61 0.23
H 2.35 0.39 -2.70 0.32
H 1.12 -0.96 -2.64 0.46
H 0.28 1.42 -2.11 0.24
H 2.09 0.98 0.06 0.23
H 0.65 1.98 0.30 0.28
H -0.09 -1.08 -0.22 0.43
H -0.88 -0.64 -1.72 0.24
H -1.44 -0.02 0.57 0.35
O -3.95 -0.93 4.99 -0.65
H -4.58 -0.69 4.25 0.33
H -3.73 -1.84 4.69 0.32
```

Summary:
ΔE to the lowest compared entry with this formula, charge and spin (kcal per mole): 49.4
Orbital gap (eV): 9.805
E_HOMO (eV): -9.240
Total charge: 0



Computed, not measured: an isolated molecule of C5H9N in a non-equilibrium geometry, with the ωB97M-V functional and the def2-TZVPD basis.

Structure (XYZ):
```
15
Properties=species:S:1:pos:R:3:mulliken_charge:R:1
C 1.46 -1.10 -1.43 -0.61
C 0.85 0.07 -1.61 -0.26
C -0.59 0.20 -1.13 -0.51
N -0.69 0.87 0.16 -0.32
C -1.05 0.12 1.30 -0.03
C -0.41 0.29 2.47 -0.83
H 2.39 -1.30 -0.89 0.26
H 0.80 -1.96 -1.66 0.27
H 1.36 1.04 -1.52 0.31
H -0.95 -0.83 -0.96 0.34
H -1.29 0.68 -1.84 0.26
H 0.09 1.46 0.40 0.23
H -2.01 -0.35 1.10 0.39
H -0.08 1.32 2.58 0.27
H 0.11 -0.50 3.01 0.24
```

Summary:
ΔE to the lowest compared entry with this formula, charge and spin (kcal per mole): 95.1
Orbital gap (eV): 8.335
E_HOMO (eV): -7.638
Total charge: 0



Computed, not measured: an isolated molecule of C5H8P2 in a non-equilibrium geometry, with the ωB97M-V functional and the def2-TZVPD basis.

Structure (XYZ):
```
15
Properties=species:S:1:pos:R:3:mulliken_charge:R:1
C -1.23 -0.58 -1.31 -1.10
C -0.26 -0.17 -0.12 0.28
C -0.19 1.03 0.47 -0.16
C 0.67 1.50 1.56 -0.36
C 1.68 0.93 2.18 -0.37
P 2.47 -0.72 2.10 -0.11
P 1.06 -1.30 0.50 0.00
H -1.97 -1.16 -0.77 0.31
H -0.65 -1.20 -2.00 0.33
H -1.68 0.35 -1.71 0.32
H -0.99 1.70 0.26 0.27
H 0.37 2.50 1.83 0.25
H 2.13 1.44 3.12 0.22
H 1.49 -1.48 -0.91 0.07
H 0.43 -2.45 0.71 0.06
```

Summary:
ΔE to the lowest compared entry with this formula, charge and spin (kcal per mole): 33.9
Orbital gap (eV): 7.632
E_HOMO (eV): -6.966
Total charge: 0



Computed, not measured: an isolated ion of composition C6H7N4O3S and charge -1 in a non-equilibrium geometry, with the ωB97M-V functional and the def2-TZVPD basis.

Structure (XYZ):
```
21
Properties=species:S:1:pos:R:3:mulliken_charge:R:1
C 0.87 1.11 -0.98 -0.34
C -0.17 1.30 -1.87 -0.57
C 1.92 -1.43 1.45 -0.32
C 0.79 -2.10 1.45 -0.26
C 1.00 -0.09 -0.29 0.66
C -0.07 -0.96 -0.26 0.24
N 2.13 -0.33 0.52 -0.48
N -0.79 0.15 -2.20 -0.21
N -1.18 -0.79 -1.08 0.04
N -2.38 -0.54 -0.51 -0.59
O -1.87 1.46 1.06 -0.57
O -3.18 1.99 -0.90 -0.62
O -0.29 -1.99 0.63 -0.33
S -3.04 1.06 0.27 0.46
H 1.49 1.99 -0.65 0.16
H -0.56 2.23 -2.33 0.33
H 2.69 -1.61 2.15 0.40
H 0.61 -2.98 2.22 0.22
H 2.37 0.43 1.10 0.25
H -1.54 0.04 -2.85 0.30
H -2.95 -1.11 -1.11 0.22
```

Summary:
Orbital gap (eV): 6.466
E_HOMO (eV): -2.924
Total charge: -1



DFT total energy, respectively: -7483.815610 -1947.376695 -5246.165256 -311.045423 -381.436267 -250.515436 -877.908304 -1075.655787 hartree.